[1]
ORCA calculation (the ωB97M-V functional and the def2-TZVPD basis) on a 2-piece molecular cluster, C8H12NO2 overall.

```
23
C8H12NO2 the ωB97M-V functional and the def2-TZVPD basis
C 3.010 0.418 0.180
C 2.294 -0.035 1.355
C 2.534 0.241 -1.107
C 1.016 -0.620 1.189
C 1.318 -0.294 -1.319
C 0.501 -0.772 -0.187
C -1.781 1.742 0.502
C -0.671 -1.478 -0.337
N -2.553 0.555 0.133
O -1.374 -1.904 0.664
O -1.224 -1.771 -1.471
H 3.905 0.890 0.255
H 2.730 0.052 2.355
H 3.100 0.580 -2.015
H 0.464 -1.012 2.050
H 0.977 -0.182 -2.282
H -2.546 2.572 0.597
H -1.174 1.648 1.409
H -0.977 2.130 -0.320
H -3.088 0.007 0.813
H -3.220 0.762 -0.666
H -2.264 -2.306 0.522
H -0.977 -1.223 -2.321
```

Computed properties:
energy above the lowest of the compared OMol25 structures with the same formula, charge and spin = 16.85 kcal per mole
E_LUMO = -5.0 eV
HOMO level = -12.51 eV
gap between HOMO and LUMO = 7.49 eV
net charge = +1

[2]
ORCA calculation (the ωB97M-V functional and the def2-TZVPD basis) on a 2-piece molecular cluster, C8H12NO2 overall.

```
23
C8H12NO2 the ωB97M-V functional and the def2-TZVPD basis
C -4.317 -1.212 0.186
C -4.624 0.168 -0.139
C -2.969 -1.634 0.187
C -3.553 1.016 -0.171
C -1.949 -0.727 0.267
C -2.248 0.651 0.008
C 2.407 -0.264 -0.189
C -1.151 1.527 -0.114
N 3.480 0.516 0.636
O -1.377 2.820 -0.242
O -0.004 1.122 0.043
H -5.171 -1.996 0.319
H -5.546 0.475 -0.358
H -2.789 -2.653 0.615
H -3.777 2.136 -0.238
H -0.880 -1.013 0.359
H 2.533 -0.345 -1.301
H 2.085 -1.280 0.165
H 1.516 0.308 -0.030
H 3.361 0.280 1.680
H 4.377 0.096 0.385
H -0.530 3.309 -0.116
H 3.535 1.577 0.515
```

Computed properties:
energy above the lowest of the compared OMol25 structures with the same formula, charge and spin = 25.31 kcal per mole
2S+1 = 3
E_LUMO (alpha / beta) = -3.6 / -5.8 eV
HOMO level (alpha / beta) = -8.55 / -12.53 eV
gap between HOMO and LUMO (alpha / beta) = 4.91 / 6.69 eV
net charge = +1
expectation value of S² = 2.041

[3]
ORCA calculation (the ωB97M-V functional and the def2-TZVPD basis) on C8H12NO4P as an isolated structure.

```
26
C8H12NO4P the ωB97M-V functional and the def2-TZVPD basis
C -1.268 -2.614 -0.310
C -1.172 -1.428 -0.613
C 0.813 0.723 0.318
C 2.615 0.480 0.043
C 3.389 1.613 -0.681
C 3.543 -0.590 0.548
C -3.009 1.161 1.625
C -3.431 0.445 0.320
N 1.338 0.096 -0.662
O -0.453 0.890 0.570
O 1.779 1.119 1.097
O -2.635 0.905 -0.756
O -0.437 0.827 -2.049
P -1.185 0.331 -0.898
H -1.094 -3.555 0.024
H 4.051 1.946 0.097
H 2.648 2.287 -1.113
H 3.999 1.040 -1.566
H 3.039 -1.344 1.218
H 4.422 0.011 1.077
H 3.892 -1.263 -0.252
H -2.196 0.723 2.049
H -2.736 2.119 1.446
H -3.785 1.166 2.323
H -4.394 0.738 0.158
H -3.270 -0.655 0.302
```

Computed properties:
energy above the lowest of the compared OMol25 structures with the same formula, charge and spin = 76.38 kcal per mole
E_LUMO = 0.8 eV
HOMO level = -9.24 eV
gap between HOMO and LUMO = 10.02 eV
net charge = 0

[4]
ORCA calculation (the ωB97M-V functional and the def2-TZVPD basis) on C8H12NO4S as an isolated structure.

```
26
C8H12NO4S the ωB97M-V functional and the def2-TZVPD basis
C 0.580 0.669 0.937
C 1.275 -0.441 0.673
C 3.782 -0.450 -0.530
C -3.066 0.997 -1.529
C 1.403 -2.684 0.038
C -0.773 0.691 1.592
C -2.163 0.325 -0.498
C -1.828 1.276 0.650
N 2.586 -0.063 0.009
O 4.308 0.680 -0.904
O 4.214 -1.589 -0.621
O 1.121 1.859 0.605
O 0.971 -1.729 0.991
S 2.753 1.625 -0.216
H -2.509 1.749 -2.081
H -3.901 1.491 -1.034
H -3.464 0.276 -2.241
H 2.489 -2.632 -0.103
H 0.915 -2.529 -0.930
H 1.126 -3.662 0.431
H -0.717 1.313 2.492
H -1.031 -0.329 1.884
H -2.656 -0.564 -0.096
H -1.234 0.005 -0.975
H -2.742 1.504 1.209
H -1.438 2.212 0.246
```

Computed properties:
energy above the lowest of the compared OMol25 structures with the same formula, charge and spin = 0.00 kcal per mole
E_LUMO = 3.4 eV
HOMO level = -2.85 eV
gap between HOMO and LUMO = 6.21 eV
net charge = -1

[5]
ORCA calculation (the ωB97M-V functional and the def2-TZVPD basis) on C8H12O as an isolated structure.

```
21
C8H12O the ωB97M-V functional and the def2-TZVPD basis
C -0.597 -1.180 -0.063
C -1.812 -0.929 0.235
C 0.668 -1.932 -0.009
C 1.783 -0.915 -0.148
C 1.148 0.355 0.350
C -0.343 0.390 0.036
C -0.436 1.002 -1.357
C -0.973 1.336 1.072
O -2.975 -0.658 0.120
H 0.427 -2.423 0.962
H 0.582 -2.722 -0.908
H 2.633 -1.321 0.412
H 1.983 -0.676 -1.321
H 1.184 0.413 1.482
H 1.585 1.276 -0.121
H 0.057 0.230 -1.945
H -0.017 1.956 -1.352
H -1.442 0.942 -1.639
H -0.432 2.269 1.340
H -1.034 0.945 2.098
H -1.988 1.642 0.755
```

Computed properties:
energy above the lowest of the compared OMol25 structures with the same formula, charge and spin = 39.48 kcal per mole
2S+1 = 3
E_LUMO (alpha / beta) = 0.9 / -1.7 eV
HOMO level (alpha / beta) = -4.21 / -10.97 eV
gap between HOMO and LUMO (alpha / beta) = 5.10 / 9.27 eV
net charge = 0
expectation value of S² = 2.008

> Among the records above, which one has the lowest energy above the lowest of the compared OMol25 structures with the same formula, charge and spin?

C8H12NO4S